# 1
The following is a quantum chemistry calculation of a 2-piece molecular cluster, C6H16S2Si2 overall in a non-equilibrium geometry, from the Open Molecules 2025 dataset.

Structure (ORCA input):
```
! RIJCOSX wB97M-V def2-TZVPD def2/J DEFGRID3
* xyz 0 1
C 0.01882 -0.99167 1.78342
C 1.06478 -1.78375 2.51058
C 0.66852 1.94807 3.24859
C -1.86998 1.63951 1.40734
C -1.27820 -1.00976 -2.66068
C 1.34570 0.03922 -3.77450
Si -0.17982 0.86888 1.96366
Si -0.16844 -0.95146 -4.23838
S 0.90052 0.09316 0.30622
S -0.81617 -1.72663 -5.97369
H -0.68128 -1.54662 1.20425
H 0.60222 -2.50559 3.16615
H 1.73610 -1.05180 3.00423
H 1.83627 -2.29000 1.89262
H 1.08097 1.27665 4.03804
H 1.48225 2.34153 2.77330
H -0.01511 2.83634 3.60755
H -1.95828 2.68916 1.28556
H -2.00872 1.17361 0.38879
H -2.62788 1.22394 1.98229
H -1.96726 -0.25239 -2.53780
H -1.90483 -1.96481 -2.61032
H -0.53984 -0.86193 -1.71744
H 1.36974 0.61380 -2.81672
H 2.17464 -0.54098 -3.60063
H 1.73530 0.73352 -4.63243
*
```

energy relative to the best compared isomer or geometry (same formula, charge and spin): 3.517 eV
lowest unoccupied orbital energy: 0.2 eV
molar mass: 208.50 g/mol
SMILES: C[C@@H]1S[Si]1(C)C.C[Si](C)=S
DFT total energy: -1613.55701 a.u.
HOMO-LUMO gap: 8.808 eV
F_max: 4.00 eV/A

Löwdin population analysis, charges in e, atoms 1 to 5: atom 1 (C): -0.5541, atom 2 (C): -0.2043, atom 3 (C): -0.1976, atom 4 (C): -0.1860, atom 5 (C): -0.2609


# 2
The following is a quantum chemistry calculation of one molecule with the formula C3H4N2O3 in a non-equilibrium geometry, from the Open Molecules 2025 dataset.

Structure (ORCA input):
```
! RIJCOSX wB97M-V def2-TZVPD def2/J DEFGRID3
* xyz 0 1
C -0.80280 -1.37452 -0.06357
C 0.85095 0.73466 0.07311
C -0.22594 1.71317 0.33093
H 2.08388 -0.87530 0.10222
H -0.59472 -2.50686 0.30841
H -2.01532 0.07279 -0.30417
H 0.01604 2.61971 1.05075
N 0.41713 -0.71272 -0.05028
N -2.04025 -0.89753 -0.05647
O 1.55703 -1.45907 -0.38298
O 2.02918 1.04484 -0.29750
O -1.27518 1.64082 -0.71045
*
```

energy relative to the best compared isomer or geometry (same formula, charge and spin): 6.979 eV
lowest unoccupied orbital energy: -2.5 eV
molar mass: 116.08 g/mol
SMILES: [H]/N=C\N(O)C(=O)C=O
DFT total energy: -451.72328 a.u.
HOMO-LUMO gap: 7.217 eV
F_max: 10.43 eV/A

Löwdin population analysis, charges in e, atoms 1 to 5: atom 1 (C): -0.2112, atom 2 (C): -0.2989, atom 3 (C): 0.0913, atom 4 (H): 0.0457, atom 5 (H): 0.1678


# 3
The following is a quantum chemistry calculation of one molecule with the formula C10H15BO2 in a non-equilibrium geometry, from the Open Molecules 2025 dataset.

Structure (ORCA input):
```
! RIJCOSX wB97M-V def2-TZVPD def2/J DEFGRID3
* xyz 0 1
B 0.44277 -0.00288 1.22137
C 1.06166 0.04268 2.59420
C 1.23732 -1.06240 3.38124
C 0.76564 -2.41300 2.92518
C 0.02885 -2.54019 1.81727
C -1.13281 -1.71986 -1.28467
C 0.02476 -1.53760 0.70486
C -2.52353 -2.09285 -1.79526
C 0.94144 2.75950 -1.51028
C 0.05592 1.19472 0.26081
C 1.18110 1.43873 -0.77070
O -0.12445 -1.53029 -1.91332
O -1.23182 -1.58602 0.01897
H 1.34256 0.97778 2.95713
H 1.68049 -1.04862 4.35879
H 0.98111 -3.17197 3.70350
H -0.26813 -3.64300 1.63269
H 0.72480 -1.97835 -0.01187
H -2.23085 -3.08875 -2.38668
H -2.69259 -1.49941 -2.60203
H -3.34983 -2.12263 -1.07919
H 1.02439 3.71331 -1.04723
H 0.00055 2.95128 -1.84615
H 1.58244 2.99328 -2.36167
H 0.06338 2.14679 0.82201
H -0.83466 1.18393 -0.38332
H 1.26776 0.68676 -1.52084
H 2.13389 1.55021 -0.30254
*
```

energy relative to the best compared isomer or geometry (same formula, charge and spin): 2.648 eV
lowest unoccupied orbital energy: -0.3 eV
molar mass: 178.04 g/mol
SMILES: CCCB1C=CC=C[C@H]1OC(C)=O
DFT total energy: -565.29860 a.u.
HOMO-LUMO gap: 8.714 eV
F_max: 4.35 eV/A

Löwdin population analysis, charges in e, atoms 1 to 5: atom 1 (B): -0.1854, atom 2 (C): 0.0149, atom 3 (C): -0.0411, atom 4 (C): -0.0910, atom 5 (C): -0.0438


# 4
The following is a quantum chemistry calculation of a 2-piece molecular cluster, C5H11NO2 overall in a non-equilibrium geometry, from the Open Molecules 2025 dataset.

Structure (ORCA input):
```
! RIJCOSX wB97M-V def2-TZVPD def2/J DEFGRID3
* xyz 0 1
C 0.73918 -0.42984 1.24989
C 1.41012 -0.40630 -0.18785
C 0.31026 -0.73827 -1.17301
C -0.12466 -0.10997 -2.25209
C -0.74787 -0.07925 1.27218
N -1.54532 -1.19182 1.57678
O -1.04839 1.09362 1.39415
H 0.94307 -1.43792 1.64336
H 1.23423 0.38519 1.86876
H 2.20084 -1.16372 -0.06292
H 1.91340 0.49186 -0.52468
H -0.17975 -1.63552 -0.81707
H -0.78522 -0.52872 -2.98768
H 0.26013 0.78103 -2.64092
H -1.19179 -2.11605 1.43987
H -2.36880 -0.97822 2.10356
H -0.55589 2.18087 -0.01486
H -0.01413 3.36769 -0.98677
O -0.44940 2.51534 -0.90071
*
```

energy relative to the best compared isomer or geometry (same formula, charge and spin): 1.762 eV
lowest unoccupied orbital energy: 0.7 eV
molar mass: 117.15 g/mol
SMILES: C=CCCC(N)=O.O
DFT total energy: -402.31339 a.u.
HOMO-LUMO gap: 10.119 eV
F_max: 2.93 eV/A

Löwdin population analysis, charges in e, atoms 1 to 5: atom 1 (C): -0.1098, atom 2 (C): -0.1749, atom 3 (C): -0.2057, atom 4 (C): 0.0176, atom 5 (C): -0.5166


# 5
The following is a quantum chemistry calculation of one molecule with the formula C4H12N2O in a non-equilibrium geometry, from the Open Molecules 2025 dataset.

Structure (ORCA input):
```
! RIJCOSX wB97M-V def2-TZVPD def2/J DEFGRID3
* xyz 0 1
C -0.80197 -1.19559 -1.02725
C 0.32819 -0.18109 -0.60229
C 1.05781 0.69153 -1.64730
O 1.58120 0.08009 -2.86278
N -0.16255 0.82199 0.49995
C -0.95607 0.22938 1.51821
N -0.67667 0.82717 2.81554
H -1.78367 -0.75165 -0.67569
H -0.90220 -1.46443 -2.07132
H -0.43917 -2.14429 -0.53173
H 1.13163 -0.88199 -0.20118
H 2.09583 1.00103 -1.18668
H 0.64889 1.65696 -2.04453
H 1.82040 -0.82155 -2.57948
H 0.66159 1.43670 0.72697
H -2.00966 0.39212 1.33997
H -0.80099 -0.88434 1.79350
H 0.26817 0.96290 3.09331
H -1.06076 0.22507 3.64278
*
```

energy relative to the best compared isomer or geometry (same formula, charge and spin): 3.279 eV
lowest unoccupied orbital energy: 0.8 eV
molar mass: 104.15 g/mol
SMILES: C[C@@H](CO)NCN
DFT total energy: -344.26452 a.u.
HOMO-LUMO gap: 9.470 eV
F_max: 3.85 eV/A

Löwdin population analysis, charges in e, atoms 1 to 5: atom 1 (C): -0.0568, atom 2 (C): -0.3375, atom 3 (C): -0.2368, atom 4 (O): -0.1086, atom 5 (N): -0.0337


# 6
The following is a quantum chemistry calculation of C4H6N2O as an isolated structure in a non-equilibrium geometry, from the Open Molecules 2025 dataset.

Structure (ORCA input):
```
! RIJCOSX wB97M-V def2-TZVPD def2/J DEFGRID3
* xyz 0 1
C 1.77598 -0.29928 -0.54643
C 0.39201 0.20880 -0.28243
C -0.75395 0.81974 -0.90741
C -0.25589 -0.21966 0.88906
H 2.16765 0.54289 0.13537
H 1.72912 -0.09429 -1.70153
H 2.15652 -1.31154 -0.17290
H -1.00817 0.89402 -2.04642
H -2.58617 1.48745 -0.22012
H -0.57211 -1.61929 2.24320
N -1.89829 0.39596 -0.22018
N -1.50303 0.25314 1.07936
O 0.35633 -1.05794 1.75044
*
```

energy relative to the best compared isomer or geometry (same formula, charge and spin): 5.715 eV
lowest unoccupied orbital energy: 0.6 eV
molar mass: 98.11 g/mol
DFT total energy: -340.58488 a.u.
HOMO-LUMO gap: 9.370 eV
F_max: 8.75 eV/A

Löwdin population analysis, charges in e, atoms 1 to 5: atom 1 (C): -0.0505, atom 2 (C): -0.2491, atom 3 (C): -0.1143, atom 4 (C): -0.4743, atom 5 (H): 0.1129


# 7
The following is a quantum chemistry calculation of C4H4HoLiO5 as an isolated structure in a non-equilibrium geometry, from the Open Molecules 2025 dataset.

Structure (ORCA input):
```
! RIJCOSX wB97M-V def2-TZVPD def2/J DEFGRID3
* xyz 3 6
O 1.68614 1.43900 0.69524
C 2.10850 0.95400 1.74491
O 1.49400 0.11855 2.44876
Li 0.67157 -0.21867 4.09746
Ho 0.00176 0.30384 0.82710
C -1.90478 -1.36118 0.11323
C -2.78731 -0.46243 0.56441
H -1.25370 -2.19427 -0.17988
H -3.18377 0.37694 -0.01144
O -3.34613 -1.01755 3.93102
C -2.65303 -0.71975 2.89476
O -1.43709 -1.01127 2.76101
O -3.37845 -0.47127 1.84546
H -2.80501 -1.13832 4.72677
H -2.70180 -2.33475 -0.08298
*
```

energy relative to the best compared isomer or geometry (same formula, charge and spin): 5.270 eV
lowest unoccupied orbital energy (alpha / beta): -14.2 / -14.8 eV
molar mass: 303.94 g/mol
DFT total energy: -1485.26305 a.u.
expectation value of S²: 9.23
HOMO-LUMO gap (alpha / beta): 7.591 / 6.071 eV
F_max: 4.58 eV/A

Löwdin population analysis, charges in e, atoms 1 to 5: atom 1 (O): -0.0217, atom 2 (C): -0.2266, atom 3 (O): -0.1736, atom 4 (Li): 0.8760, atom 5 (Ho): 2.1153


# 8
The following is a quantum chemistry calculation of C33H46MoN4O4S2Si4 as an isolated structure, from the Open Molecules 2025 dataset.

Structure (ORCA input):
```
! RIJCOSX wB97M-V def2-TZVPD def2/J DEFGRID3
* xyz 0 3
Mo -0.08235 0.15018 0.53063
O -1.99780 0.97388 -2.78179
C -3.12872 0.63274 -2.10543
C -4.26660 0.13303 -2.71107
C -5.32737 -0.26484 -1.90432
C -5.25491 -0.16043 -0.52247
C -4.12904 0.38907 0.07667
C -3.07195 0.79622 -0.72162
C -1.88239 1.51639 -0.23402
N -1.56336 1.49756 1.07741
N -1.15642 2.75574 1.55632
C 0.10985 2.91205 1.39774
O 0.85519 1.97057 0.86189
C 0.74763 4.18820 1.79780
C 0.02603 5.13888 2.51691
C 0.63050 6.32355 2.90123
C 1.95794 6.57042 2.56749
C 2.67570 5.62801 1.84706
C 2.07326 4.43733 1.46420
H -4.31871 0.05265 -3.78819
H -6.21939 -0.66949 -2.36502
H -6.08802 -0.48428 0.08699
H -4.06630 0.52688 1.14872
H -1.59737 2.41122 -0.78622
H -1.00565 4.93117 2.76627
H 0.06669 7.05931 3.46019
H 2.42912 7.49783 2.86749
H 3.70727 5.81887 1.58016
H 2.62546 3.70065 0.89653
O 0.26547 -4.23548 -0.27992
C -0.37164 -4.70378 0.81840
C -0.52752 -6.08247 0.92874
C -1.13034 -6.62739 2.04504
C -1.58281 -5.80654 3.07463
C -1.42122 -4.44030 2.97204
C -0.82364 -3.86857 1.84780
C -0.60879 -2.41115 1.79322
O -0.49142 -1.81844 0.60332
N -0.41708 -1.77881 2.89461
N 0.06625 -0.49159 2.69280
C 0.28657 0.11834 3.80757
S 1.18969 1.60348 3.89706
C 1.37084 1.57372 5.70183
C 0.15948 0.88416 6.29186
S -0.18106 -0.60837 5.32064
H 0.16965 -3.26621 -0.28334
H -0.16061 -6.70303 0.12164
H -1.24866 -7.70113 2.11518
H -2.05579 -6.23481 3.94792
H -1.75537 -3.78170 3.76273
H 1.43654 2.61143 6.02676
H 2.29348 1.05693 5.96278
H -0.71510 1.53329 6.27544
H 0.34661 0.56724 7.31736
C 2.02899 0.61230 -4.56130
Si 0.97174 1.59878 -3.35514
C 2.06635 2.70026 -2.29438
C -0.13324 2.70512 -4.40441
Si -0.55692 0.25260 -2.14288
Si 2.46326 -0.52278 0.27029
C 3.70180 0.88193 0.45753
C 2.85265 -1.46518 -1.31253
C 2.83427 -1.77456 1.64378
Si -0.97487 -1.90566 -3.06975
C -2.30707 -2.82654 -2.10490
C 0.50463 -2.99482 -3.44189
C -1.65396 -1.44768 -4.76997
H 2.47009 1.31394 -5.27565
H 1.42965 -0.10188 -5.13098
H 2.84704 0.07056 -4.08618
H 2.15661 3.67893 -2.77236
H 3.07098 2.28410 -2.20073
H 1.66957 2.83966 -1.28715
H 0.48811 3.34965 -5.03266
H -0.76345 3.34141 -3.78026
H -0.79019 2.12217 -5.05189
H 4.02284 1.26577 -0.51170
H 4.59072 0.52176 0.98202
H 3.27272 1.70023 1.03313
H 2.66847 -0.88035 -2.21394
H 2.26831 -2.38310 -1.37237
H 3.90967 -1.75102 -1.30612
H 2.48662 -1.47554 2.63312
H 3.91855 -1.91337 1.69882
H 2.39537 -2.74767 1.40386
H -1.89188 -3.69074 -1.58428
H -3.07576 -3.18541 -2.79404
H -2.79719 -2.18493 -1.37018
H 0.96557 -3.45965 -2.57577
H 1.26880 -2.43572 -3.98684
H 0.15525 -3.80332 -4.09201
H -2.65415 -1.02184 -4.70803
H -1.71029 -2.35537 -5.37830
H -1.01148 -0.73420 -5.29159
*
```

energy relative to the best compared isomer or geometry (same formula, charge and spin): 1.818 eV
lowest unoccupied orbital energy (alpha / beta): -0.9 / -1.6 eV
molar mass: 835.17 g/mol
DFT total energy: -3827.71109 a.u.
expectation value of S²: 2.04
HOMO-LUMO gap (alpha / beta): 6.845 / 6.028 eV
F_max: 0.43 eV/A

Löwdin population analysis, charges in e, atoms 1 to 5: atom 1 (Mo): 1.3967, atom 2 (O): -0.2786, atom 3 (C): -0.3462, atom 4 (C): -0.0117, atom 5 (C): -0.0747


> The highest molar mass belongs to which entry?

C33H46MoN4O4S2Si4